Here is 6 unconnected molecules or ions with the total composition CH13NO6 from the OMol25 dataset. Energies are from wB97M-V/def2-TZVPD.

Values from the calculation:
Total energy ... -15021.7058 eV
Energy above the lowest of the compared OMol25 structures with the same formula, charge and spin ... 97.2 kJ/mol
M ... 135.116 g/mol
Orbital gap (alpha / beta) ... 2.70 / 10.30 eV

The geometry in ORCA input format:
```
! RIJCOSX wB97M-V def2-TZVPD def2/J DEFGRID3
* xyz -1 2
C -1.916 1.826 -0.560
N -0.934 1.411 0.380
O -1.939 1.298 -1.630
H -2.590 2.551 -0.382
H -0.544 1.999 1.036
H -0.185 0.742 0.188
H 2.000 1.280 3.078
H 1.291 2.564 2.675
O 1.102 1.564 2.800
H -0.341 -3.285 -0.725
H 0.336 -2.319 0.037
O -0.236 -3.076 0.300
H -0.529 0.200 -1.868
H 0.114 -0.169 -3.222
O 0.213 -0.350 -2.266
H 2.001 -0.479 -2.079
H 2.046 -1.984 -1.781
O 2.600 -1.263 -2.129
H -0.247 -0.266 2.112
H -1.382 -1.281 1.685
O -0.859 -0.964 2.352
*
```